[1]
{
  "formula": "C23H33BrCoN7O5S2",
  "method": "ωB97M-V/def2-TZVPD",
  "species": ["Br", "Co", "S", "S", "O", "O", "O", "O", "O", "N", "N", "N", "N", "N", "N", "N", "C", "C", "C", "C", "C", "C", "C", "C", "C", "C", "C", "C", "C", "C", "C", "C", "C", "C", "C", "C", "C", "C", "C", "H", "H", "H", "H", "H", "H", "H", "H", "H", "H", "H", "H", "H", "H", "H", "H", "H", "H", "H", "H", "H", "H", "H", "H", "H", "H", "H", "H", "H", "H", "H", "H", "H"],
  "positions_angstrom": [[-2.90391, 0.53248, 1.48059], [0.44695, 0.22651, 0.30719], [3.04778, 2.90453, 2.18998], [-0.24859, 3.38434, 1.75733], [-1.53534, 3.08854, 2.30862], [0.21819, -0.81507, 2.17462], [-1.03230, -2.68885, 0.74007], [0.68615, 4.18437, 2.50476], [1.14976, -1.46256, -0.49620], [0.49310, 1.99287, 1.36662], [2.31619, 0.77746, 0.95957], [-1.44207, -0.17275, -0.74296], [-0.94260, 5.63287, -3.67185], [-0.18584, -1.76820, 4.16375], [1.85580, -3.39769, -1.34278], [0.92926, 1.51278, -1.50796], [-0.91900, -2.66758, 5.03797], [3.67719, 0.68510, 1.09516], [1.02290, -2.68989, -0.56973], [-2.66334, -0.18916, -0.23079], [-1.76949, 4.29928, -1.83934], [-0.33383, -1.69422, 2.83383], [0.59249, -0.74856, 4.85570], [1.79546, -4.84399, -1.51206], [-1.61699, 3.79993, -0.56030], [-1.29344, -0.67243, -1.97888], [0.01146, -3.48207, 0.25088], [0.46204, 4.99645, -0.33551], [2.94318, -2.71634, -2.03614], [-1.22392, -2.71976, 2.13348], [-0.80775, 5.16021, -2.38486], [4.24224, 1.73709, 1.72133], [-0.49659, 4.14072, 0.19022], [1.83345, 1.88558, 1.48284], [-2.05481, -1.76715, -4.10826], [0.30792, 5.50105, -1.61332], [-3.58917, -1.19735, -2.17552], [-2.31525, -1.20384, -2.74146], [-3.77117, -0.68136, -0.91148], [-0.42272, -4.27411, -0.36264], [-4.43423, -1.58900, -2.72801], [-1.86332, 5.61701, -4.07576], [-0.06764, -0.11437, 5.44959], [2.31148, -5.09652, -2.43492], [3.11503, -1.74709, -1.57938], [4.19719, -0.18101, 0.71633], [5.28334, 1.89070, 1.94496], [-1.07928, -3.73086, 2.52238], [0.89259, 1.09749, -2.43143], [-2.36967, 3.15502, -0.12671], [1.11700, -0.13686, 4.12946], [-2.64754, 4.04491, -2.42052], [2.28679, -5.36755, -0.69001], [1.31777, 5.27137, 0.26598], [-2.79431, -1.41121, -4.82459], [-1.63898, -2.10394, 5.63494], [-1.06827, -1.48405, -4.47149], [1.87851, 1.84123, -1.36648], [-0.39411, 6.43657, -3.92715], [0.32777, 2.33348, -1.52082], [0.77295, -5.19951, -1.60261], [-0.22366, -3.16360, 5.71656], [-4.74399, -0.64909, -0.44573], [-0.28576, -0.65698, -2.36910], [-1.45933, -3.42716, 4.48406], [3.84487, -3.32120, -1.95761], [2.70061, -2.57897, -3.09153], [-2.26262, -2.43493, 2.30793], [-2.11120, -2.85683, -4.09643], [0.57605, -3.97014, 1.05587], [1.04967, 6.17719, -2.01973], [1.30889, -1.23332, 5.51945]],
  "s_squared": 0.755,
  "orbital_gap_ev": [7.7469, 7.7560],
  "total_charge": 1,
  "e_above_lowest_ev": 0.066,
  "e_tot_ha": -6408.75329,
  "spin_multiplicity": 2
}

***

[2]
{
  "formula": "C23H33CoN6O4S4",
  "method": "ωB97M-V/def2-TZVPD",
  "species": ["Co", "S", "S", "S", "S", "O", "O", "O", "O", "N", "N", "N", "N", "N", "N", "C", "C", "C", "C", "C", "C", "C", "C", "C", "C", "C", "C", "C", "C", "C", "C", "C", "C", "C", "C", "C", "C", "C", "H", "H", "H", "H", "H", "H", "H", "H", "H", "H", "H", "H", "H", "H", "H", "H", "H", "H", "H", "H", "H", "H", "H", "H", "H", "H", "H", "H", "H", "H", "H", "H", "H"],
  "positions_angstrom": [[-1.32186, -1.82805, -0.37389], [-0.30727, -2.78625, -4.60637], [1.42518, 0.36373, 2.11558], [3.06823, -1.32759, -0.34438], [4.57188, -1.16898, 3.28348], [-3.37467, -0.96788, -0.29510], [0.09168, -2.98385, 0.26241], [1.21338, -3.51778, 2.13683], [-4.68199, 0.07876, 1.19642], [-0.73759, 0.13737, -0.58758], [0.85482, -3.53889, -2.28766], [-1.08179, -2.21024, -2.26068], [-0.11123, 2.50804, -0.78864], [-1.99304, -1.61680, -3.10091], [-1.65125, -1.65360, 1.49513], [-0.45687, 1.25534, -0.67027], [-1.95668, -1.37305, 4.18128], [2.98880, 0.46834, -0.20505], [2.84347, 1.03918, 1.20005], [4.46369, -2.34815, 1.90427], [-0.87441, -2.07308, 3.67527], [-1.74149, -1.82061, -4.33857], [-1.12288, 4.33831, 0.51543], [-1.68551, 4.70335, -0.86889], [0.32161, -2.96065, 1.53977], [2.12251, 0.15452, 3.77437], [-0.59677, 4.61668, -1.93465], [4.61866, -1.73989, 0.50782], [-0.12557, -2.86701, -2.88835], [-3.61977, -0.62156, 0.84501], [-0.75073, -2.19262, 2.29709], [2.90404, -1.13346, 4.00032], [-0.16626, 3.16233, -2.11359], [-2.71542, -1.00514, 1.96537], [-2.91069, -0.82875, 3.31782], [-3.68011, -0.37489, -5.01324], [-2.57175, -1.31144, -5.47365], [0.05815, 3.37290, 0.38960], [2.72333, 1.02957, 4.02609], [-4.26012, -0.03803, -5.87078], [0.91387, -3.50017, -1.26993], [5.27785, -3.05490, 2.06825], [-0.94759, 4.99412, -2.89485], [2.35406, -1.99781, 3.62819], [3.52915, -2.90225, 1.98497], [2.14071, 0.74930, -0.83260], [-5.22545, 0.24399, 0.40898], [-2.12615, 5.69902, -0.84649], [0.99305, 3.91911, 0.25109], [-0.77639, 5.23423, 1.03358], [5.25470, -0.85358, 0.52685], [-2.49058, 4.01304, -1.13723], [-2.99546, -2.17060, -6.00056], [0.25779, 5.23485, -1.65000], [-1.91556, -0.81090, -6.18992], [-3.26801, 0.49838, -4.50830], [-0.13250, -2.53628, 4.31133], [-4.34854, -0.87617, -4.31546], [0.80698, 3.08380, -2.60301], [-3.77998, -0.30429, 3.68647], [3.87924, 0.90440, -0.66377], [1.63151, -3.88237, -2.82185], [3.73457, 0.81567, 1.78312], [-0.89848, 2.62478, -2.71793], [5.11604, -2.46543, -0.13756], [-1.90562, 3.89882, 1.13564], [0.18306, 2.73515, 1.26333], [3.04395, -1.26562, 5.07556], [1.25666, 0.16892, 4.44134], [2.74347, 2.12547, 1.13337], [-2.08005, -1.26287, 5.25025]],
  "s_squared": 0.839,
  "orbital_gap_ev": [7.0048, 6.9672],
  "total_charge": 1,
  "e_above_lowest_ev": 0.116,
  "e_tot_ha": -4501.14012,
  "spin_multiplicity": 2
}

***

[3]
{
  "formula": "C23H33N2O2P2Pd",
  "method": "ωB97M-V/def2-TZVPD",
  "species": ["Pd", "P", "P", "O", "O", "N", "N", "C", "C", "C", "C", "C", "C", "C", "C", "C", "C", "C", "C", "C", "C", "C", "C", "C", "C", "C", "C", "C", "C", "C", "H", "H", "H", "H", "H", "H", "H", "H", "H", "H", "H", "H", "H", "H", "H", "H", "H", "H", "H", "H", "H", "H", "H", "H", "H", "H", "H", "H", "H", "H", "H", "H", "H"],
  "positions_angstrom": [[0.14724, -0.23049, -0.03943], [2.32241, -0.84426, -0.58567], [-2.07182, -0.10919, -0.64252], [0.19055, -4.82106, -0.51061], [-1.41052, -4.32497, -5.20028], [0.12288, 0.59427, 1.92721], [0.34470, 0.52233, -2.21709], [-2.07710, 0.59296, -2.34156], [0.32523, 4.09534, 0.79363], [1.72492, 1.66233, -3.75153], [1.56703, 0.87179, -2.61333], [0.21393, 1.96939, 1.99208], [2.73292, 0.52378, -1.74334], [-0.02772, -2.43670, 4.03972], [0.37405, -1.53747, 3.05902], [-2.95529, -1.68827, -0.58582], [0.62130, 1.84847, -4.59002], [-2.99649, 1.11082, 0.32057], [0.31809, 4.77033, 2.01861], [-0.62443, 1.37553, -4.20544], [0.30386, 2.70628, 0.78338], [3.52389, -0.80407, 0.76950], [0.28164, 4.06088, 3.22621], [-0.22373, -0.25391, 2.97681], [2.72859, -2.32218, -1.56817], [-1.05804, -2.09674, 4.92797], [-1.26039, 0.08203, 3.88788], [-1.67964, -0.84531, 4.83868], [0.23383, 2.67104, 3.23056], [-0.73060, 0.80178, -2.94048], [0.29413, 4.58388, 4.18101], [-1.24095, -4.23421, -4.26617], [4.54870, -0.79887, 0.37672], [3.02650, 1.37706, -1.12453], [-1.37671, -2.80202, 5.69923], [-1.54424, 1.57422, -4.75588], [-4.02040, 1.21842, -0.07550], [0.35492, 5.85720, 2.02977], [-2.45165, 2.06630, 0.25817], [1.15302, -1.79616, 2.33584], [0.36404, -4.96716, -1.46625], [-2.67839, 0.01876, -3.03526], [-3.95466, -1.64094, -1.03899], [0.45770, -3.40907, 4.11268], [0.19340, 2.09898, 4.16181], [3.35217, -1.70180, 1.37954], [-2.49455, -0.57058, 5.50957], [2.58631, -3.21218, -0.94380], [-1.98392, -3.56776, -5.39197], [-1.70363, 1.07817, 3.83176], [-2.36489, -2.49922, -1.03813], [0.34606, 2.13829, -0.16776], [2.73866, 1.93712, -4.04664], [0.12014, -3.85911, -0.43428], [-3.01639, 0.75943, 1.36327], [0.73162, 2.40275, -5.52123], [0.36511, 4.62780, -0.15659], [-2.47954, 1.60634, -2.20960], [-3.06911, -1.90361, 0.48512], [3.76839, -2.26359, -1.92033], [3.34374, 0.09318, 1.37327], [2.06000, -2.39647, -2.43404], [3.61314, 0.24009, -2.32735]],
  "s_squared": 2.048,
  "orbital_gap_ev": [7.5732, 6.6026],
  "total_charge": 1,
  "e_above_lowest_ev": 0.508,
  "e_tot_ha": -1966.60640,
  "spin_multiplicity": 3
}